The following is a DFT calculation (wB97M-V/def2-TZVPD) of an isolated ion of composition C2H5N4O and charge +1.

Structure (XYZ):
```
12
C2H5N4O (wB97M-V/def2-TZVPD)
N -2.2438 0.5323 0.8213
N -1.0575 -0.1934 0.9114
C -0.0968 -0.0744 0.0635
N 1.2762 -1.1002 0.2246
C 2.3151 -0.7806 -0.5392
O 1.8484 0.4178 -1.1825
N 0.4891 0.6774 -0.8168
H -2.1583 1.0479 -0.1279
H -3.1037 0.0475 1.0948
H -1.0386 -1.0976 1.3084
H 3.3288 -1.0414 -0.4663
H 0.4412 1.5648 -1.2912
```

Output
Frontier orbital gap in eV: 9.9
Energy above the lowest of the compared OMol25 structures with the same formula, charge and spin in kJ/mol: 601.4
LUMO energy in Ha: -0.1543
Total charge: +1
M in g mol⁻¹: 101.1

***

The following is a DFT calculation (wB97M-V/def2-TZVPD) of C41H36N4O4S3Tl as an isolated structure.

Structure (XYZ):
```
89
C41H36N4O4S3Tl (wB97M-V/def2-TZVPD)
Tl -0.3132 -0.0513 2.0281
C 4.0432 2.8183 -6.8462
O 2.9712 2.3798 -7.6225
C 1.7462 2.3356 -6.9537
C 1.4800 2.9809 -5.7298
C 0.1636 2.9561 -5.2421
C -0.8555 2.2666 -5.8405
C -0.6070 1.6224 -6.9760
C 0.6791 1.5716 -7.5166
N -2.2761 2.3498 -5.4271
N -2.5955 1.9739 -4.3318
C -1.7180 1.3201 -3.3964
C -1.1791 0.0750 -3.6054
C -0.5469 -0.6665 -2.6024
C -0.6809 -0.2830 -1.2597
O -0.4279 -1.0141 -0.2763
C -1.1966 1.0274 -0.9978
N -1.1562 1.4714 0.2760
C -1.6022 2.6507 0.5272
C -2.2101 3.5023 -0.4495
C -2.3222 3.0317 -1.7084
C -1.7947 1.7869 -2.0266
H 4.8675 2.7134 -7.5399
H 4.1795 2.2772 -5.9184
H 4.0800 3.9133 -6.7015
H 2.1861 3.6869 -5.3762
H -0.1454 3.5476 -4.3705
H -1.3748 1.0951 -7.4593
H 0.9474 0.9641 -8.3791
H -1.0892 -0.2539 -4.5746
H -0.1327 -1.6188 -2.6983
H -1.3570 3.0672 1.5022
H -2.5368 4.4610 -0.0549
H -2.7287 3.6100 -2.5767
C 3.6491 0.2193 0.2949
C 2.7271 1.2533 0.7397
O 2.1295 1.9406 -0.0395
C 2.7572 1.6204 2.1761
C 4.0002 1.7568 2.7065
C 4.2258 2.4288 3.8747
C 3.1860 3.1138 4.4207
C 1.9311 2.9495 3.9636
C 1.6407 2.2011 2.8218
O 0.4323 2.0122 2.3491
H 4.3277 0.5494 -0.5299
H 2.9041 -0.5201 -0.1091
H 4.1271 -0.3754 1.0432
H 4.8370 1.3037 2.2067
H 5.1918 2.5266 4.3822
H 3.3469 3.7176 5.3408
H 1.0644 3.3548 4.4301
S -4.5043 -1.3047 3.5483
C -4.3840 -1.4956 1.8816
C -3.1733 -1.1242 1.4078
C -2.2466 -0.7854 2.4495
C -2.8227 -0.9172 3.7063
C -2.0267 -0.6407 4.9764
C -2.4740 -1.0218 6.3061
C -1.7283 -0.7136 7.4480
C -0.5078 -0.0905 7.2447
C -0.1100 0.2006 5.9481
N -0.8514 -0.0185 4.8638
H -5.2862 -1.7179 1.4242
H -2.9579 -1.0571 0.3705
H -3.4079 -1.5269 6.4772
H -2.1510 -0.9609 8.3883
H 0.0940 0.0046 8.1360
H 0.8408 0.6256 5.7415
C -2.1464 -3.4488 -3.4752
S -2.6508 -4.6303 -2.2484
C -2.3882 -3.6990 -0.6597
H -1.0965 -3.6468 -3.7617
H -2.2055 -2.4373 -3.0611
H -2.7200 -3.6155 -4.3965
H -3.0636 -2.8514 -0.7147
H -1.3663 -3.3146 -0.5602
H -2.6722 -4.4495 0.1208
S 1.8152 -1.2063 2.7988
C 1.1727 -2.8537 2.5480
C 1.6771 -3.6303 1.5501
C 1.2863 -4.9102 1.3288
C 0.3812 -5.4472 2.2710
C -0.2404 -4.6211 3.1674
C 0.2590 -3.3494 3.4054
H 2.4467 -3.2150 0.8694
H 1.4948 -5.5710 0.4763
H -0.0382 -6.4726 2.1774
H -1.1808 -4.8782 3.6149
H -0.0423 -2.8292 4.2842
```

Output
Frontier orbital gap in eV: 6.6
Energy above the lowest of the compared OMol25 structures with the same formula, charge and spin in kJ/mol: 217.2
LUMO energy in Ha: 0.0801
Total charge: -1
M in g mol⁻¹: 949.3

***

The following is a DFT calculation (wB97M-V/def2-TZVPD) of a 4-piece molecular cluster, C4H15N2O overall.

Structure (XYZ):
```
22
C4H15N2O (wB97M-V/def2-TZVPD)
C -5.6940 -3.9871 0.8395
N 1.4426 1.6752 2.2881
C 1.5547 3.1046 2.3627
C -5.2745 -4.4599 -0.3510
N 2.4703 -0.0249 -1.9398
C 3.1142 0.9488 -2.8187
H -6.6605 -3.4620 0.9827
H -5.0425 -4.0249 1.7934
H 2.2844 1.2197 2.6740
H 1.5931 3.4612 3.4629
H 2.4065 3.5358 1.8646
H 0.6667 3.5714 1.9405
H -4.2894 -4.9269 -0.4105
H -5.8969 -4.3922 -1.2560
H 1.2528 1.3811 1.2876
H 3.1725 -0.7024 -1.5549
H 4.0132 1.5069 -2.3163
H 3.4682 0.4866 -3.7239
H 2.3622 1.6976 -3.1215
H 1.8838 0.4714 -1.2142
H 0.1373 1.5303 -0.5319
O 1.0351 1.3897 -0.2574
```

Output
Frontier orbital gap (alpha / beta) in eV: 9.9 / 5.4
Energy above the lowest of the compared OMol25 structures with the same formula, charge and spin in kJ/mol: 294.2
LUMO energy (alpha / beta) in Ha: 0.0342 / -0.1140
<S²>: 0.76
M in g mol⁻¹: 107.2
2S+1: 2

***

The following is a DFT calculation (wB97M-V/def2-TZVPD) of a 2-piece molecular cluster, C12H22FNO5P overall.

Structure (XYZ):
```
42
C12H22FNO5P (wB97M-V/def2-TZVPD)
N 2.6628 0.8740 -1.7027
C 1.2343 0.8466 -1.3220
C 0.3612 -0.1120 -2.1521
O 1.2001 -1.1499 -2.7356
C -0.7295 -0.7534 -1.3258
P -2.0669 0.3667 -0.4367
C -3.0720 0.6162 -2.0839
C -2.7924 1.8869 -2.8871
C -3.1281 3.1346 -2.1083
F -3.1068 4.2609 -2.9649
H 2.7633 1.4358 -2.5424
H 3.1459 1.4121 -0.9900
H 1.1489 0.6171 -0.2622
H 0.7911 1.8393 -1.4491
H -0.0645 0.4478 -2.9927
H 1.0662 -1.1376 -3.6898
H -1.2876 -1.4333 -1.9767
H -0.2511 -1.3765 -0.5612
H -2.8669 -0.8771 -0.2000
H -1.4093 0.1895 0.8413
H -1.2893 1.6114 -0.6874
H -3.1155 1.1813 0.2643
H -4.1158 0.6719 -1.7491
H -2.9980 -0.2697 -2.7218
H -3.4211 1.9112 -3.7872
H -1.7530 1.9457 -3.2244
H -2.4046 3.3322 -1.3208
H -4.1223 3.0765 -1.6624
C 1.6334 -2.3994 2.2289
C 2.3734 -3.0923 3.1023
C 2.8958 -2.4901 4.3888
O 3.5483 -3.2314 5.1096
C 2.6043 -1.1094 4.6866
C 1.8616 -0.4085 3.8140
C 1.3260 -1.0147 2.5312
O 0.6622 -0.2771 1.8353
O 1.5193 0.8560 3.9680
O 2.7261 -4.3645 2.9419
H 1.2567 -2.8176 1.3056
H 2.9905 -0.6855 5.6026
H 0.9709 1.0736 3.1806
H 3.2523 -4.5872 3.7356
```

Output
Frontier orbital gap in eV: 4.2
Energy above the lowest of the compared OMol25 structures with the same formula, charge and spin in kJ/mol: 7.4
LUMO energy in Ha: 0.0302
Total charge: -1
M in g mol⁻¹: 310.3

***

The following is a DFT calculation (wB97M-V/def2-TZVPD) of a 2-piece molecular cluster, C5H12Cl2Si overall.

Structure (XYZ):
```
20
C5H12Cl2Si (wB97M-V/def2-TZVPD)
C 0.6132 -0.8692 1.0615
C -1.8317 -0.4802 0.4283
C -0.1704 -0.7449 -1.3597
C 3.5547 2.6366 0.9575
C -0.3854 -0.1264 0.0428
Si 0.0410 1.7257 -0.1557
Cl 4.0067 0.9404 0.5268
Cl 3.7338 3.5761 -0.4639
H 0.5547 -1.9662 0.7336
H 1.6505 -0.2928 0.9992
H 0.3483 -0.6793 2.0914
H -2.4713 -0.0357 -0.3781
H -1.8385 -0.0444 1.3921
H -1.8183 -1.5571 0.1827
H 0.7911 -0.5884 -1.9642
H -0.5591 -1.8427 -1.4196
H -0.9956 -0.2357 -1.9341
H 2.6088 2.8730 1.3828
H 4.3407 2.7093 1.6924
H -1.0441 2.0537 -1.0077
```

Output
Frontier orbital gap in eV: 7.5
Energy above the lowest of the compared OMol25 structures with the same formula, charge and spin in kJ/mol: 737.8
LUMO energy in Ha: -0.0283
M in g mol⁻¹: 171.1

***

The following is a DFT calculation (wB97M-V/def2-TZVPD) of an isolated ion of composition C7H10IN2S2 and charge +1.

Structure (XYZ):
```
22
C7H10IN2S2 (wB97M-V/def2-TZVPD)
C 2.0072 -1.3316 0.4495
C 2.1627 -0.2711 -0.6533
C 1.2185 0.9368 -0.5287
C -0.1971 0.5769 -0.1966
C -0.7863 -0.5400 -0.7502
C -2.1040 -0.8682 -0.4177
S -2.8820 -2.2617 -1.1829
N -2.8177 -0.1556 0.4202
N -2.2442 0.9226 0.9355
I -3.5063 1.8962 2.2746
C -1.0037 1.3394 0.6755
S -0.4117 2.7840 1.4723
H 1.3970 -0.9852 1.2802
H 2.9801 -1.6264 0.8280
H 1.5479 -2.2392 0.0626
H 3.1718 0.1300 -0.6047
H 2.0791 -0.7133 -1.6432
H 1.6230 1.6566 0.1757
H 1.1888 1.4519 -1.4933
H -0.2465 -1.1925 -1.4174
H -3.2362 -2.8659 -0.0424
H 0.0595 3.3563 0.3564
```

Output
Frontier orbital gap in eV: 8.2
LUMO energy in Ha: -0.1829
Total charge: +1
M in g mol⁻¹: 313.2